# 1
Below is C44H28AuN4O as an isolated structure, with properties calculated with wB97M-V/def2-TZVPD.

Results
* lowest unoccupied orbital energy: 2.210 eV
* frontier orbital gap: 5.61 eV
* max |F|: 15.92 eV/Å
* DFT total energy: -2122.76455 Eh
* charge: -1

Geometry (Å):
C 0.60 -1.33 -4.36
C 2.69 -0.73 0.23
C -0.81 4.30 0.37
H -3.59 1.77 -3.61
H -6.15 1.24 2.46
H -1.97 -1.43 3.62
H -1.31 -4.62 -3.61
C -5.35 1.89 4.35
H -4.27 2.50 6.12
N 2.31 0.34 -0.58
O 0.00 -1.63 0.00
C -0.78 -3.69 -3.82
C -2.16 3.08 -1.40
C 4.25 -3.82 3.31
C 0.83 -0.94 1.98
C 0.07 -1.55 -3.07
C 2.74 -2.63 1.83
C 2.16 -1.35 1.35
C 2.33 -3.86 1.29
H 5.00 -3.80 4.09
C 1.53 -0.40 -1.51
C -1.10 -1.11 3.07
C -1.22 0.30 -1.83
H -1.66 0.04 -4.11
C -2.88 1.36 -2.92
C -2.63 1.82 -1.59
H -1.19 4.33 2.56
C -0.62 -2.74 -2.81
H 2.64 -2.01 -2.75
C -0.25 -3.46 -5.10
C -2.93 2.01 4.50
H -1.30 6.29 -4.64
C -5.25 1.46 3.03
H 0.85 -2.10 -6.35
H -0.38 -4.21 -5.88
N 0.29 0.23 1.99
C -2.83 1.58 3.17
H -4.61 4.26 -1.54
C -2.03 5.85 -3.96
C -3.33 6.34 -3.91
C -1.65 4.79 -3.14
C 2.87 -5.06 1.76
C -4.19 2.17 5.09
N -0.44 2.11 0.23
H 1.15 -0.41 -4.56
H -6.33 2.01 4.81
H -2.04 2.22 5.08
H -0.63 4.41 -3.18
C 3.71 -2.62 2.84
C 0.22 -0.49 -2.00
C -0.05 -1.88 2.73
H -1.02 -2.92 -1.82
H 4.25 -5.97 3.13
H 1.59 -3.87 0.48
C -1.02 3.17 -0.38
N -2.05 0.78 -0.87
H -0.94 5.34 0.09
C -0.92 2.40 1.50
C -0.97 3.79 1.65
C 3.83 -5.04 2.77
C 3.33 -1.59 -0.76
Au 0.00 0.00 0.00
C 0.44 -2.28 -5.37
H -5.28 6.15 -3.00
C -3.88 4.70 -2.22
H 4.14 -2.28 -0.61
C -0.92 0.21 2.55
C -4.26 5.77 -3.04
C -4.00 1.31 2.44
C -1.53 1.40 2.52
C -1.89 0.51 -3.18
C -2.57 4.21 -2.26
C 2.55 -1.44 -1.84
H -3.92 0.97 1.41
H 2.55 -6.00 1.32
H 4.04 -1.67 3.25
H 0.14 -2.91 2.93
H -3.63 7.16 -4.56

# 2
Below is C41H36N9O9SSbTi as an isolated structure, with properties calculated with wB97M-V/def2-TZVPD.

Results
* lowest unoccupied orbital energy (alpha / beta): 3.507 / 3.507 eV
* frontier orbital gap (alpha / beta): 3.99 / 7.39 eV
* max |F|: 5.38 eV/Å
* DFT total energy: -4241.55797 Eh
* 2S+1: 3
* expectation value of S²: 2.0361
* charge: -2

Geometry (Å):
C 4.56 -0.09 0.07
Sb 1.99 -1.98 0.35
C 2.35 -1.88 2.48
N -4.27 -1.83 -1.02
C -5.59 3.20 -0.36
O 1.64 8.90 -1.19
H 3.79 -4.08 -1.09
H 2.78 2.56 1.39
H 0.72 5.05 -1.49
C 0.75 6.93 -0.39
C 3.53 -2.46 2.98
H -7.89 -0.76 -0.85
C -4.03 -4.13 -0.37
H -5.41 -4.74 1.22
H 0.52 -0.84 3.07
H 3.86 -3.44 -5.36
O -0.66 -0.49 1.03
C 0.21 -6.74 0.42
H 4.43 1.90 1.57
C -1.41 -0.28 -4.14
H -7.88 1.90 -1.27
N -0.75 -0.84 -4.94
O 0.10 -1.31 -0.05
H 4.57 -4.73 -3.35
C 0.06 -5.91 -0.68
O -0.20 0.60 -2.10
O 1.04 7.22 -2.57
H 5.37 0.64 -0.15
C 0.20 3.29 0.39
C 1.53 -1.16 3.37
O 0.21 2.46 1.33
C 3.45 -3.49 -1.95
C 0.51 7.56 0.82
C -5.10 -3.95 0.53
H 0.98 -6.85 2.45
H -4.56 3.29 -0.63
C 2.09 -1.77 -2.93
H 4.80 -0.59 1.04
H 0.49 8.63 0.95
C 3.32 0.82 0.12
H 4.17 -3.07 2.32
C -5.27 -1.68 -0.16
H -3.51 -5.09 -0.54
C 1.30 -4.90 1.61
C 3.53 -3.11 -4.36
C -5.74 -2.73 0.64
C -7.10 -0.05 -0.67
Ti 0.26 0.73 -0.18
C 3.15 -1.44 5.15
H 2.32 -1.42 -5.05
H -0.38 -6.27 -1.57
C -3.48 0.77 -3.40
O 0.04 6.53 4.23
O 0.44 8.55 3.35
C 3.33 1.75 -1.11
H 4.28 2.26 -1.27
C 1.94 -0.92 4.71
C 2.66 -2.04 -4.20
C 3.91 -2.26 4.32
H 3.09 1.19 -2.02
N 2.06 0.10 0.09
H -6.23 3.63 -1.14
C 0.59 5.53 -0.54
C 0.23 4.79 0.57
H -6.44 -2.52 1.43
H -2.84 -3.01 -1.84
H 4.53 -0.83 -0.73
H 3.03 1.14 2.31
H -0.39 4.78 2.65
H -5.77 3.69 0.60
C -2.17 0.36 -3.16
H 3.53 -1.22 6.14
C -7.10 1.28 -0.94
C 3.91 -3.88 -3.23
N -1.51 0.88 -2.11
H -0.16 -7.77 0.42
C 0.59 -4.61 -0.66
H 4.83 -2.76 4.67
C 2.56 -2.41 -1.77
C -5.16 0.77 0.19
H 2.60 2.56 -1.07
H 1.78 -4.56 2.50
H 1.33 -0.24 5.35
N -5.88 -0.39 -0.09
N -5.96 1.78 -0.32
C -3.66 -3.00 -1.12
N 0.23 7.34 3.32
O 0.13 2.83 -0.84
H 1.29 -1.04 -2.88
H 0.60 -4.04 -1.60
C 1.16 -4.07 0.48
C 0.24 6.78 1.95
C 0.86 -6.23 1.56
N -4.59 1.13 -3.54
N 1.19 7.76 -1.45
C -0.07 5.41 1.79
C 3.39 1.65 1.41
S -3.78 0.93 1.07

# 3
Below is C16H55AsF6N11O10 as an isolated structure, with properties calculated with wB97M-V/def2-TZVPD.

Results
* lowest unoccupied orbital energy (alpha / beta): 4.068 / 4.065 eV
* frontier orbital gap (alpha / beta): 2.98 / 8.63 eV
* max |F|: 6.50 eV/Å
* DFT total energy: -4832.44206 Eh
* 2S+1: 2
* expectation value of S²: 0.7519
* charge: -2

Geometry (Å):
C -3.87 -0.15 -2.29
H 5.65 1.27 -2.90
C -5.37 -0.54 -2.52
O 0.11 6.18 -0.85
H -3.95 -3.31 -1.19
H -3.22 -1.02 -2.24
H -5.99 1.00 -1.21
N 0.96 4.19 -1.19
H 1.96 6.97 -2.15
H 2.72 0.92 -4.04
C 4.05 4.36 1.08
H -1.87 1.64 -2.89
F -0.72 -1.27 -0.46
N -2.11 -3.73 -1.21
O 3.06 3.02 -2.66
F -0.40 1.18 -0.84
C -4.84 -3.00 2.76
N 2.07 6.03 -1.80
C 2.77 -0.12 5.94
H 2.85 0.83 5.40
O 5.07 4.93 0.67
H -3.13 -6.03 -0.22
N 0.74 -3.23 -2.69
C 1.74 -3.94 -3.04
H 0.78 -1.01 3.54
O 0.81 2.72 2.48
H -7.33 0.21 -2.04
H 2.70 5.39 -2.25
H -2.91 -4.08 1.47
C -3.76 -5.34 -0.78
N 0.84 -0.57 4.45
H 2.33 4.43 2.06
H -3.07 -2.44 1.13
F 1.70 -1.63 0.01
H 0.79 -2.92 -1.72
H 2.82 -3.07 -1.61
H 0.06 3.92 -0.82
O 1.13 0.42 -4.65
H 4.41 0.58 -4.11
H 1.16 0.01 -3.79
C -3.55 -3.40 0.91
O -2.44 0.86 0.70
H 3.33 5.78 2.38
H 2.15 0.04 6.82
F 0.19 0.21 1.38
F 1.19 -0.25 -1.99
C 4.66 0.32 7.29
H -5.82 -2.92 3.22
H -3.75 0.51 -1.42
C 1.01 5.47 -1.23
H 1.61 3.58 -1.68
H -6.83 -1.39 -1.34
H 0.91 0.40 4.16
H 5.45 2.95 -2.24
C 2.10 -1.07 4.97
N -5.90 -1.57 -1.66
N 3.22 4.89 1.92
H -4.30 -2.07 2.95
C -3.33 -3.87 -0.49
H -4.28 -3.74 3.34
C 2.88 -1.34 3.71
H -6.38 1.51 -2.72
C 3.88 2.13 -3.00
H 3.99 3.11 -0.49
F 1.94 1.03 0.00
H -2.43 -3.20 -2.00
H 2.35 -2.00 3.02
H -2.13 1.34 1.46
H -1.59 -3.08 -0.63
H -3.78 -5.67 -1.82
N 2.81 -3.77 -2.35
N 5.11 2.07 -2.60
H 0.95 1.34 -4.48
O -3.61 0.72 -3.38
H 5.63 0.05 7.71
O -4.92 -3.29 1.40
H 3.52 -3.90 -3.06
H -1.58 0.00 -3.68
O 4.12 -0.55 6.28
H 4.87 1.33 6.93
H 0.98 2.16 1.72
H 3.78 -1.89 4.01
H -4.77 -5.51 -0.41
As 0.65 -0.14 -0.32
N 3.59 3.30 0.42
H 3.98 0.50 8.12
C -6.30 0.57 -2.16
H -5.38 -0.88 -3.55
H -0.14 -3.24 -3.19
H 2.71 2.84 0.60
H 1.74 -1.99 5.42
H -5.72 -2.48 -2.06
O 1.84 -4.79 -3.94
H -1.92 1.32 -4.61
H 0.05 2.32 2.90
N 3.66 1.15 -3.76
H -1.70 0.87 0.09
C -2.18 0.91 -3.63
H 3.11 -0.40 3.21

# 4
Below is a 2-piece molecular cluster, C4H11NO4S overall, with properties calculated with wB97M-V/def2-TZVPD.

Results
* lowest unoccupied orbital energy: 0.668 eV
* frontier orbital gap: 10.43 eV
* max |F|: 4.18 eV/Å
* DFT total energy: -912.85467 Eh
* charge: 0

Geometry (Å):
H -1.43 -1.42 -0.52
H 1.50 -1.33 -3.21
O 0.36 1.43 -0.70
O 1.15 -0.92 -0.92
H 0.83 -0.43 -4.56
H -1.79 0.11 0.30
C -1.48 -0.40 -0.73
H 1.97 0.38 -3.43
C 0.68 0.30 2.18
O 1.64 -0.20 1.50
H 1.47 -0.87 0.78
O 0.07 0.20 -2.82
C 1.07 1.66 2.58
H 1.58 1.55 3.55
H 1.75 1.93 1.77
S 0.14 0.09 -1.17
H 0.18 2.31 2.57
N -0.40 -0.30 2.35
H -1.10 0.29 2.79
H -2.30 -0.13 -1.48
C 1.20 -0.37 -3.49